Record 1
{"formula": "C21H22N5O3S3Y", "method": "ωB97M-V/def2-TZVPD", "total_charge": 0, "e_tot_ev": -69282.6725, "relative_energy_kcal_mol": 4.12, "max_force_ev_per_a": 1.72, "homo_energy_ev": -8.0, "species": ["Y", "C", "C", "C", "C", "C", "C", "H", "H", "H", "H", "H", "H", "N", "C", "C", "O", "N", "C", "C", "O", "O", "H", "H", "H", "H", "H", "H", "S", "C", "N", "C", "C", "C", "C", "C", "C", "S", "H", "H", "H", "H", "C", "N", "C", "C", "N", "C", "S", "H", "H", "H", "H", "H", "H"], "coordinates": [[0.982324, 0.753354, -1.001136], [-1.169984, 2.414317, 1.195197], [0.021853, 2.953756, 1.674061], [0.770979, 3.807817, 0.871601], [0.327215, 4.119505, -0.409517], [-0.848903, 3.562382, -0.896286], [-1.598163, 2.706332, -0.090549], [-1.753515, 1.756029, 1.822306], [0.371085, 2.694214, 2.666250], [1.695127, 4.230436, 1.247998], [0.898138, 4.803470, -1.028142], [-1.184952, 3.793410, -1.897962], [-2.525271, 2.293943, -0.463202], [2.464162, 2.671281, -2.058216], [3.642573, 2.861321, -1.181463], [4.104360, 1.509894, -0.667662], [5.307523, 1.285288, -0.561872], [3.075400, 0.667474, -0.380604], [3.479179, -0.710148, -0.095086], [2.493173, -1.706750, -0.681841], [2.592208, -2.896164, -0.367934], [1.558458, -1.233014, -1.458724], [2.772817, 2.237101, -2.913539], [2.070705, 3.555593, -2.326848], [3.349378, 3.478985, -0.333327], [4.485756, 3.334997, -1.674046], [3.549213, -0.904264, 0.966866], [4.458854, -0.913323, -0.517804], [0.164496, 1.321128, -3.662082], [-1.084356, 0.322852, -3.058070], [-1.179853, 0.020926, -1.781522], [-2.256972, -0.834890, -1.521705], [-2.626468, -1.333214, -0.272667], [-3.731546, -2.165189, -0.178917], [-4.474644, -2.509102, -1.311552], [-4.119337, -2.015310, -2.558250], [-3.012213, -1.176345, -2.645397], [-2.319372, -0.408989, -4.046255], [-2.047237, -1.055175, 0.600929], [-4.023140, -2.560089, 0.790419], [-5.333783, -3.165960, -1.216712], [-4.692323, -2.270648, -3.444633], [-1.165839, -1.713772, 4.023943], [-0.546921, -2.530040, 2.981114], [-0.577868, -3.924517, 2.919227], [0.097722, -4.276402, 1.813340], [0.529420, -3.102882, 1.220179], [0.151871, -2.034683, 1.928273], [0.396210, -0.364595, 1.636735], [-1.471355, -2.369525, 4.837227], [-2.036381, -1.184445, 3.636524], [-0.454633, -0.980097, 4.392257], [-1.081473, -4.522019, 3.662572], [0.314785, -5.247767, 1.391839], [1.191515, -3.046461, 0.424642]], "forces_ev_per_angstrom": [[-0.95, 1.33, -0.54], [0.10, 0.02, 0.07], [0.06, -0.06, -0.03], [-0.01, -0.06, 0.04], [0.00, 0.03, 0.03], [-0.03, -0.03, -0.02], [-0.02, 0.21, -0.13], [0.02, -0.03, 0.01], [-0.03, 0.03, -0.04], [-0.06, 0.00, 0.00], [-0.06, -0.01, 0.07], [0.00, -0.02, -0.01], [0.01, -0.07, -0.02], [0.34, -0.26, 0.77], [-0.26, 0.01, -0.16], [0.02, -0.41, 0.31], [-0.34, -0.01, 0.01], [1.44, -0.25, -0.02], [-0.08, 0.47, -0.29], [0.05, 0.02, -0.28], [-0.05, 0.25, -0.27], [0.61, -0.77, 0.41], [0.06, -0.24, -0.33], [-0.24, 0.27, -0.10], [-0.03, 0.06, 0.05], [0.08, 0.09, -0.11], [0.00, -0.12, 0.35], [0.24, -0.07, -0.07], [-0.09, -0.04, 0.02], [-0.15, -0.14, 0.14], [-0.73, -0.50, 0.12], [0.21, 0.20, 0.11], [-0.04, 0.02, 0.08], [0.08, 0.02, 0.04], [0.03, 0.03, -0.11], [-0.05, 0.01, 0.02], [0.05, 0.00, -0.15], [-0.07, 0.00, -0.20], [-0.04, -0.03, -0.06], [0.04, 0.06, -0.12], [0.11, 0.09, -0.02], [0.08, 0.02, 0.12], [0.06, -0.21, -0.19], [-0.19, 0.07, 0.43], [-0.18, 0.44, 0.21], [0.24, 0.21, -0.34], [-0.06, -0.27, -0.11], [-0.36, -0.35, 0.06], [0.00, -0.10, 0.39], [0.02, 0.02, -0.05], [0.01, -0.04, -0.05], [0.07, -0.01, 0.00], [0.06, 0.13, -0.07], [-0.02, 0.24, 0.08], [0.06, -0.23, -0.06]]}

Record 2
{"formula": "C21H22O5", "method": "ωB97M-V/def2-TZVPD", "total_charge": 0, "e_tot_ev": -32368.8827, "relative_energy_kcal_mol": 76.16, "max_force_ev_per_a": 4.42, "homo_energy_ev": -5.9, "species": ["C", "O", "C", "C", "C", "C", "C", "C", "C", "C", "H", "H", "H", "H", "H", "H", "H", "H", "H", "H", "H", "C", "C", "C", "O", "C", "O", "C", "C", "C", "C", "C", "C", "C", "C", "O", "O", "H", "H", "H", "H", "H", "H", "H", "H", "H", "H", "H"], "coordinates": [[2.402365, 0.909347, -2.688719], [1.043742, 1.279489, -2.701594], [0.204943, 0.216464, -2.677590], [-1.185712, 0.390484, -2.677117], [-2.109934, -0.680010, -2.674381], [-3.460617, -0.427230, -2.680033], [-3.954120, 0.877678, -2.686713], [-5.418540, 1.138865, -2.691279], [-3.046090, 1.934744, -2.686782], [-1.695671, 1.702299, -2.682807], [3.010994, 1.813170, -2.671238], [2.619206, 0.316263, -1.801422], [2.640454, 0.338102, -3.585005], [0.625155, -0.777245, -2.662567], [-1.749191, -1.693266, -2.667133], [-4.162154, -1.242809, -2.679932], [-5.629359, 2.208852, -2.689316], [-5.888329, 0.710412, -3.576852], [-5.893479, 0.706584, -1.810403], [-3.413732, 2.944890, -2.689474], [-0.995740, 2.519431, -2.680037], [-0.192963, -0.934647, 4.481693], [-0.981149, -0.540500, 3.231288], [-2.473851, -0.435231, 3.564133], [-0.542055, 0.762965, 2.797627], [0.676720, 0.804525, 2.165792], [1.281576, 1.863023, 2.051725], [1.235088, -0.426426, 1.635730], [2.579535, -0.489557, 1.154001], [3.166918, -1.709210, 0.775386], [4.452956, -1.776847, 0.305993], [5.206321, -0.623623, 0.187965], [4.666579, 0.593570, 0.559587], [3.385058, 0.656108, 1.040856], [0.361942, -1.584025, 1.556863], [0.684267, -2.555110, 0.882124], [-0.830638, -1.572450, 2.234866], [0.866840, -1.017746, 4.255824], [-0.318414, -0.181528, 5.254749], [-0.539863, -1.892650, 4.858863], [-3.032497, -0.157517, 2.671725], [-2.845965, -1.391647, 3.924892], [-2.636413, 0.324217, 4.325943], [2.585054, -2.609932, 0.844130], [4.869947, -2.731044, 0.022360], [6.205426, -0.669942, -0.212877], [5.247814, 1.498544, 0.471058], [2.977561, 1.610167, 1.318110]], "forces_ev_per_angstrom": [[1.94, -0.37, 0.14], [-3.45, -2.75, -0.01], [1.07, 2.49, 0.15], [-0.17, 0.57, -0.03], [0.29, -0.02, 0.01], [0.20, -0.14, -0.02], [0.17, 0.02, 0.02], [-0.24, 0.30, 0.01], [0.18, 0.07, -0.02], [-0.01, 0.21, 0.02], [-0.29, -0.05, 0.05], [0.09, 0.05, 0.13], [-0.01, 0.03, -0.06], [0.41, -0.20, 0.09], [0.09, -0.27, 0.05], [-0.08, -0.24, 0.02], [0.03, -0.07, 0.00], [-0.01, -0.11, 0.01], [0.00, -0.11, -0.01], [-0.07, 0.24, 0.01], [0.05, 0.21, 0.02], [0.10, 0.02, -0.18], [0.05, -0.06, 0.61], [0.43, 0.06, -0.51], [-0.45, -0.69, -0.26], [1.91, -0.70, -0.83], [-1.76, 0.58, 0.78], [-2.77, 0.05, 1.12], [0.67, 0.04, -0.43], [-0.18, -0.32, 0.09], [0.30, 0.25, -0.10], [0.64, 0.04, -0.38], [0.36, -0.36, -0.18], [-0.21, 0.40, -0.02], [1.99, 0.69, -0.54], [-1.88, -0.50, 0.32], [-0.24, 0.76, 0.04], [0.08, 0.00, -0.06], [-0.07, 0.10, 0.03], [-0.09, -0.10, -0.02], [0.00, 0.01, -0.06], [0.08, -0.05, 0.01], [0.10, 0.02, 0.02], [0.17, 0.02, 0.04], [0.07, -0.14, -0.02], [0.27, -0.03, -0.03], [0.12, 0.13, 0.01], [0.11, -0.07, -0.01]]}

Record 3
{"formula": "C21H23BiCl3N3O2S2Si", "method": "ωB97M-V/def2-TZVPD", "total_charge": 0, "e_tot_ev": -103672.0634, "relative_energy_kcal_mol": 0.00, "max_force_ev_per_a": 1.50, "homo_energy_ev": -7.7, "species": ["Bi", "N", "C", "C", "C", "C", "C", "N", "C", "C", "C", "C", "C", "N", "H", "H", "H", "H", "H", "H", "H", "H", "H", "Cl", "C", "C", "C", "Cl", "C", "O", "C", "Cl", "C", "H", "H", "C", "O", "C", "S", "S", "H", "H", "H", "C", "Si", "C", "C", "H", "H", "H", "H", "H", "H", "H", "H", "H"], "coordinates": [[0.054173, -0.113970, -0.205413], [2.506536, 2.473308, 0.364405], [3.199901, 1.384989, -0.136148], [4.577274, 1.290147, 0.103306], [5.295829, 0.293113, -0.517357], [4.641380, -0.594367, -1.364460], [3.274493, -0.480030, -1.482423], [2.559198, 0.461004, -0.859538], [1.626681, 3.298573, -0.347887], [1.304659, 4.538226, 0.215329], [0.544307, 5.419480, -0.522534], [0.117381, 5.048370, -1.791528], [0.463650, 3.792238, -2.246178], [1.204521, 2.929070, -1.549901], [2.927700, 2.934786, 1.151554], [5.060762, 2.023880, 0.734426], [6.364983, 0.219203, -0.370153], [5.178625, -1.374130, -1.883997], [2.704397, -1.173586, -2.088660], [1.650928, 4.784878, 1.210648], [0.302471, 6.396416, -0.125910], [-0.476710, 5.710407, -2.404709], [0.143210, 3.441994, -3.221156], [-7.728191, 0.236201, -0.216645], [-6.036319, -0.075953, -0.007279], [-5.116784, 0.915125, -0.272007], [-3.761342, 0.660534, -0.128342], [-2.708994, 1.994030, -0.474490], [-3.250022, -0.589895, 0.278769], [-1.994202, -0.949641, 0.448927], [-4.257658, -1.551658, 0.559522], [-3.747663, -3.106673, 1.117548], [-5.609608, -1.319317, 0.421510], [-5.440280, 1.897264, -0.585219], [-6.319470, -2.101120, 0.649431], [-1.570900, -1.425700, 3.924582], [-1.258772, -0.027673, 3.836262], [-0.372285, 0.425251, 2.969041], [-0.240831, 2.036410, 2.718082], [0.653482, -0.780267, 2.157528], [-2.416778, -1.490686, 4.602640], [-0.725477, -1.991025, 4.316495], [-1.840633, -1.817841, 2.944056], [2.259674, -3.171998, -0.173527], [0.520805, -2.642416, -0.763118], [-0.668696, -3.833496, 0.083294], [0.356719, -2.916409, -2.639629], [2.785394, -3.753319, -0.934414], [2.170124, -3.800841, 0.713690], [2.891940, -2.326725, 0.095375], [-0.313799, -4.863032, -0.009502], [-1.665846, -3.777903, -0.348251], [-0.759480, -3.605706, 1.146306], [0.527867, -3.966112, -2.887171], [1.061254, -2.324613, -3.228527], [-0.649594, -2.658790, -2.976680]], "forces_ev_per_angstrom": [[-0.88, 0.62, 0.33], [-0.42, -0.14, -0.06], [0.31, -0.09, -0.27], [-0.07, 0.02, -0.02], [-0.03, -0.01, 0.03], [0.05, -0.06, -0.02], [0.12, 0.13, -0.02], [-0.01, 0.17, 0.16], [0.07, 0.17, -0.32], [-0.10, -0.01, 0.10], [0.12, -0.06, 0.05], [-0.10, -0.03, -0.10], [-0.04, -0.02, 0.05], [0.19, -0.22, 0.26], [0.06, -0.10, 0.08], [0.02, 0.02, -0.03], [0.01, 0.01, 0.03], [-0.03, -0.01, -0.03], [0.06, -0.02, 0.00], [-0.01, 0.05, 0.01], [-0.04, -0.02, 0.06], [0.00, 0.00, 0.00], [-0.03, 0.05, 0.00], [-0.14, 0.02, 0.01], [0.12, 0.01, -0.01], [-0.04, -0.03, 0.00], [-0.04, -0.18, 0.06], [0.41, -0.03, -0.01], [0.00, -0.35, 0.17], [-0.06, 0.67, -0.40], [0.04, 0.28, -0.08], [-0.16, -0.14, 0.14], [0.00, -0.04, 0.02], [0.00, -0.01, -0.02], [0.00, -0.01, -0.01], [0.01, -0.27, -0.12], [0.01, -0.01, 0.04], [0.08, 0.21, -0.14], [-0.06, 0.04, 0.02], [0.23, -0.15, 0.08], [0.03, 0.06, 0.02], [-0.01, 0.06, 0.06], [-0.02, 0.08, 0.02], [-0.14, 0.24, 0.02], [0.36, -1.43, -0.27], [-0.01, 0.31, -0.08], [0.07, 0.20, 0.23], [-0.04, 0.02, -0.07], [-0.10, 0.00, 0.01], [0.04, -0.10, 0.05], [0.17, 0.04, -0.11], [0.04, 0.02, 0.00], [0.00, 0.04, -0.01], [0.00, -0.04, 0.07], [-0.01, 0.02, 0.00], [-0.01, 0.01, 0.01]]}